No. 1
DFT (ωB97M-V/def2-TZVPD) results for a structure of composition C32H34N2OSb2Tl.

The highest occupied orbital energy is -10.77 eV. Its total charge is +1. The energy above the lowest of the compared OMol25 structures with the same formula, charge and spin is 1.226 eV. The gap between HOMO and LUMO comes out at 7.95 eV. Its spin multiplicity is 1.

Positions of all 72 atoms, in Å:
Tl (0.653, -0.741, 3.043)
C (-0.072, -3.051, -1.068)
C (1.349, -2.792, -1.577)
C (2.392, -3.082, -0.520)
Sb (4.131, -1.921, -0.285)
C (2.999, -0.112, 0.111)
C (3.219, 0.461, 1.408)
C (2.561, 1.661, 1.703)
C (1.716, 2.249, 0.831)
C (1.464, 1.706, -0.396)
C (2.129, 0.513, -0.781)
C (4.766, -1.376, -2.248)
C (3.935, -1.021, -3.317)
C (4.480, -0.796, -4.567)
C (5.848, -0.787, -4.689)
C (6.710, -1.197, -3.678)
C (6.178, -1.463, -2.429)
Sb (-1.018, -1.694, 0.334)
C (-1.827, -0.029, -0.731)
C (-1.821, 0.096, -2.079)
C (-2.557, 1.110, -2.695)
C (-3.254, 2.006, -1.900)
C (-3.261, 1.890, -0.511)
C (-2.484, 0.892, 0.055)
C (-2.729, -3.001, 0.461)
C (-2.546, -4.295, 0.851)
C (-3.669, -5.135, 0.803)
C (-4.894, -4.613, 0.464)
C (-5.044, -3.250, 0.086)
C (-3.937, -2.437, 0.090)
H (-0.170, -4.025, -0.520)
H (-0.745, -3.184, -1.851)
H (1.407, -1.746, -1.796)
H (1.444, -3.366, -2.487)
H (2.650, -4.155, -0.650)
H (2.005, -2.994, 0.519)
H (3.959, 0.039, 2.060)
H (2.664, 2.089, 2.643)
H (1.285, 3.227, 1.075)
H (0.724, 2.210, -1.027)
H (1.973, 0.095, -1.757)
H (2.834, -1.034, -3.278)
H (3.872, -0.463, -5.385)
H (6.308, -0.654, -5.692)
H (7.791, -1.291, -3.836)
H (6.818, -1.775, -1.624)
H (-1.360, -0.670, -2.738)
H (-2.587, 1.156, -3.795)
H (-3.964, 2.714, -2.303)
H (-3.846, 2.571, 0.141)
H (-2.487, 0.801, 1.094)
H (-1.562, -4.552, 1.205)
H (-3.641, -6.129, 1.123)
H (-5.768, -5.262, 0.467)
H (-6.060, -2.870, -0.101)
H (-4.025, -1.404, -0.189)
N (-1.337, 0.670, 3.351)
C (-1.615, 1.783, 3.566)
N (-1.931, 2.999, 3.951)
C (-2.950, 3.667, 3.072)
C (-2.237, 4.486, 2.012)
O (-1.255, 5.336, 2.572)
C (-0.282, 4.670, 3.320)
C (-0.875, 3.851, 4.478)
H (-3.574, 4.288, 3.739)
H (-3.563, 2.863, 2.682)
H (-2.887, 5.084, 1.390)
H (-1.755, 3.815, 1.283)
H (0.369, 5.449, 3.726)
H (0.315, 4.067, 2.605)
H (-1.252, 4.581, 5.189)
H (-0.110, 3.273, 5.000)

Forces on the atoms, in the same order (eV/Å):
Tl 0.3925 -0.4137 -0.1500
C 0.6196 -0.5676 1.6125
C -1.0454 0.5181 1.0437
C -0.1793 -1.7927 0.0406
Sb 0.5982 0.7609 -0.0189
C 0.5239 0.0743 1.1916
C -0.8812 0.4477 -2.0833
C 1.0369 -1.9256 0.3553
C -1.0622 1.6122 -0.5314
C -0.1053 -1.0149 -1.2623
C -0.4612 0.9671 0.9237
C 0.5728 -0.2767 0.0900
C -0.4421 -0.7369 0.0529
C 0.3103 0.9941 0.6035
C 1.5730 -0.8596 -1.8482
C 0.0834 0.3165 0.3369
C -1.5329 0.1063 -0.4537
Sb 0.5149 -0.4900 0.2403
C 0.6854 -0.9917 1.1701
C -0.1408 -0.5743 -2.3403
C 0.2710 0.1047 -0.3382
C -1.0644 0.1032 0.2370
C 0.4143 0.2577 0.0973
C -0.7737 0.6317 -0.7056
C 1.1160 2.0734 -0.3150
C -0.7990 -0.2661 -0.0805
C 0.4018 1.2882 0.2459
C -0.6452 0.9747 -0.7100
C -0.8606 -1.1912 0.6450
C -0.5828 -0.5829 -0.0844
H 0.3997 0.7204 -0.2537
H -1.2986 0.0693 -1.5822
H -0.0871 0.5418 -0.6668
H 0.5838 -0.1079 -0.2205
H 0.2087 0.5388 0.4290
H -0.2023 -0.0845 -0.5455
H 0.0674 -0.1844 0.3840
H 0.5510 0.8440 1.6695
H 0.0221 -0.5093 -0.0552
H 0.4397 -0.3475 -0.1107
H -0.0926 0.1146 -0.2444
H 0.6441 0.0432 0.3901
H -0.2784 -0.1664 -0.3315
H -0.4889 0.2174 0.7624
H -0.5031 0.1364 -0.0865
H 0.1233 -0.0710 0.2950
H -0.1574 0.5815 0.5881
H -0.0684 0.1104 0.6913
H 0.2964 0.2047 -0.4620
H 0.3856 -0.4850 -0.6854
H 0.0966 -0.2715 1.6094
H 0.0465 -0.7199 0.0504
H 0.3200 -1.4679 0.3570
H 0.1482 0.1456 0.0263
H 0.6420 -0.1334 -0.1259
H 0.0417 0.2961 -0.0783
N -0.5625 1.1654 0.0235
C 0.5292 -0.8884 0.5515
N -0.7637 -0.2189 -0.6097
C 0.1364 0.3923 0.9683
C 0.6693 -0.5788 -0.4417
O -0.9792 0.5334 0.1237
C 0.8602 -0.2587 -0.1093
C 0.7861 0.8780 -0.5940
H 0.2775 -0.1462 -0.3387
H -0.1898 0.0669 -0.2944
H -0.4250 0.3683 0.2650
H 0.1242 -0.2504 0.1983
H -0.0093 -0.1232 -0.0369
H -0.1479 -0.1565 0.5826
H -0.5549 -0.2099 0.1376
H -0.1282 -0.1354 -0.1943

No. 2
DFT (ωB97M-V/def2-TZVPD) results for a structure of composition C32H34N4O2RhSi.

The highest occupied orbital energy is -10.65 eV. Its total charge is +1. The gap between HOMO and LUMO comes out at 6.46 eV. Its spin multiplicity is 1.

Positions of all 74 atoms, in Å:
Rh (1.158, -0.533, 1.083)
O (0.346, -2.007, -3.139)
C (-0.123, -3.213, -2.777)
C (-0.677, -4.003, -3.784)
C (-1.154, -5.263, -3.496)
C (-1.098, -5.772, -2.197)
C (-0.566, -4.999, -1.193)
C (-0.076, -3.709, -1.456)
C (0.458, -2.900, -0.362)
O (0.932, -1.721, -0.620)
N (0.427, -3.391, 0.863)
N (0.895, -2.493, 1.738)
C (0.794, -2.671, 2.998)
C (1.237, -1.584, 3.850)
C (1.122, -1.630, 5.230)
C (1.475, -0.521, 5.979)
C (1.962, 0.600, 5.327)
C (2.070, 0.562, 3.949)
N (1.716, -0.499, 3.218)
H (0.665, -1.562, -2.333)
H (-0.705, -3.601, -4.788)
H (-1.571, -5.867, -4.292)
H (-1.466, -6.766, -1.983)
H (-0.512, -5.369, -0.180)
H (0.342, -3.566, 3.411)
H (0.746, -2.530, 5.697)
H (1.369, -0.529, 7.055)
H (2.252, 1.487, 5.871)
H (2.473, 1.406, 3.407)
C (-0.833, -0.185, 1.367)
Si (-1.005, 1.154, 0.049)
C (0.662, 2.064, -0.074)
N (1.835, 1.145, -0.184)
C (2.116, 0.697, -1.579)
C (3.230, 1.514, -2.255)
C (3.282, 2.951, -1.745)
C (3.533, 2.980, -0.227)
C (3.065, 1.678, 0.435)
C (-1.602, 0.481, -1.574)
C (-2.335, -0.709, -1.614)
C (-2.842, -1.197, -2.810)
C (-2.622, -0.501, -3.989)
C (-1.903, 0.687, -3.970)
C (-1.401, 1.174, -2.772)
C (-2.216, 2.357, 0.822)
C (-3.484, 2.554, 0.272)
C (-4.443, 3.300, 0.946)
C (-4.150, 3.853, 2.183)
C (-2.889, 3.677, 2.741)
C (-1.935, 2.933, 2.066)
H (-1.357, -1.123, 1.181)
H (-1.010, 0.175, 2.381)
H (0.775, 2.646, 0.845)
H (0.622, 2.782, -0.899)
H (1.187, 0.765, -2.143)
H (2.416, -0.347, -1.552)
H (3.057, 1.500, -3.331)
H (4.199, 1.038, -2.086)
H (2.346, 3.459, -1.988)
H (4.070, 3.497, -2.261)
H (3.026, 3.835, 0.222)
H (4.598, 3.097, -0.018)
H (2.889, 1.842, 1.497)
H (3.834, 0.909, 0.336)
H (-2.520, -1.265, -0.702)
H (-3.408, -2.120, -2.820)
H (-3.012, -0.882, -4.924)
H (-1.739, 1.236, -4.888)
H (-0.857, 2.114, -2.775)
H (-3.725, 2.119, -0.692)
H (-5.423, 3.440, 0.508)
H (-4.904, 4.416, 2.718)
H (-2.657, 4.111, 3.705)
H (-0.957, 2.797, 2.522)

Forces on the atoms, in the same order (eV/Å):
Rh 1.8646 -3.7948 -0.6476
O 0.0393 0.0059 -0.0099
C 0.0260 -0.0939 0.1471
C 0.0093 -0.0164 -0.0326
C 0.0124 0.0163 -0.0215
C -0.0234 -0.0502 0.0073
C 0.0156 0.0597 -0.0276
C 0.1006 0.1340 -0.1925
C -0.0906 -0.3504 0.2419
O -0.3014 1.1565 -0.0073
N -0.0523 -0.3722 -0.1525
N -0.9432 1.8170 0.1269
C -0.0003 -0.4146 0.2213
C -0.0811 0.0365 0.1404
C 0.0277 -0.1676 0.0354
C 0.0158 0.0283 0.0213
C 0.0472 -0.0629 0.0537
C 0.1585 -0.0849 -0.0061
N -0.5226 1.4621 -0.3748
H -0.0614 -0.0066 -0.0132
H -0.0048 -0.0066 0.0037
H -0.0027 0.0084 0.0095
H -0.0058 0.0125 0.0024
H -0.0066 0.0008 0.0076
H 0.2102 -0.1183 -0.0643
H -0.0112 0.0312 0.0204
H 0.0073 -0.0163 -0.0019
H 0.0147 0.0113 -0.0233
H -0.0985 0.0348 0.0012
C 0.8611 0.1102 -0.5420
Si -0.5820 0.3572 0.4165
C 0.0521 0.0129 -0.1949
N -0.7727 -0.1474 1.2561
C 0.2502 0.0962 -0.0865
C -0.1059 0.1477 0.0579
C 0.0707 -0.0443 -0.0028
C -0.0245 -0.0639 -0.0732
C 0.0763 0.4271 -0.3239
C 0.0152 -0.1111 0.0043
C 0.0200 0.0446 -0.0377
C -0.0263 0.0246 0.0185
C 0.0071 0.0036 0.0407
C 0.0059 0.0188 -0.0132
C -0.0353 -0.0174 0.0025
C -0.1020 -0.0562 -0.2012
C 0.0468 0.0797 0.0449
C -0.0188 -0.0135 -0.0205
C 0.0299 -0.0208 -0.0134
C 0.0186 -0.0081 0.0134
C -0.0241 0.0463 -0.0576
H -0.0909 0.0367 0.0968
H 0.0156 -0.1053 0.0496
H -0.0066 0.0073 -0.0019
H 0.1046 0.0549 0.0477
H -0.0345 -0.0186 0.0504
H -0.0246 -0.0062 -0.0062
H 0.0439 -0.0501 -0.0093
H -0.0114 -0.0212 -0.0015
H 0.0100 0.0155 0.0109
H -0.0276 0.0247 -0.0194
H 0.0173 -0.0004 0.0211
H -0.0077 0.0372 0.0037
H -0.0460 -0.0506 -0.0182
H -0.0319 -0.0576 0.0404
H -0.0102 -0.0154 -0.0223
H 0.0171 -0.0079 -0.0049
H -0.0008 0.0053 -0.0019
H 0.0049 -0.0059 0.0027
H 0.0041 -0.0093 -0.0094
H -0.0147 -0.0104 0.0180
H 0.0050 0.0043 0.0063
H 0.0121 0.0278 -0.0171
H -0.0066 0.0109 -0.0122
H -0.0266 -0.0118 0.0242

No. 3
DFT (ωB97M-V/def2-TZVPD) results for a cluster of 7 separate species, C32H34N6O11 in total.

The highest occupied orbital energy (spin up / spin down) is -1.57 / -4.58 eV. Its total charge is -1. The gap between HOMO and LUMO (spin up / spin down) comes out at 2.29 / 5.30 eV. Its spin multiplicity is 2. The expectation value of S² is 0.77.

Positions of all 83 atoms, in Å:
N (-19.565, -4.551, 19.811)
H (-20.254, -3.830, 19.653)
H (-19.984, -5.336, 20.288)
H (-18.768, -4.218, 20.335)
H (-19.276, -4.846, 18.890)
C (-17.620, -5.894, 15.243)
C (-17.752, -4.715, 16.154)
O (-18.659, -4.905, 17.251)
H (-18.455, -6.092, 14.572)
H (-17.494, -6.798, 15.840)
H (-16.714, -5.779, 14.647)
H (-17.922, -3.810, 15.570)
H (-16.747, -4.554, 16.545)
C (-24.405, -1.674, 23.424)
C (-25.084, -1.651, 22.245)
C (-24.881, -2.545, 21.219)
C (-23.914, -3.504, 21.349)
C (-23.138, -3.520, 22.513)
C (-23.357, -2.583, 23.517)
N (-23.540, -4.353, 20.226)
O (-24.341, -4.663, 19.387)
O (-22.428, -4.847, 20.258)
H (-24.703, -0.987, 24.202)
H (-25.648, -0.744, 22.081)
H (-25.383, -2.595, 20.264)
H (-22.353, -4.238, 22.701)
H (-22.806, -2.642, 24.444)
C (-19.736, 0.345, 14.808)
C (-20.799, 1.044, 15.428)
C (-21.396, 0.515, 16.578)
C (-20.966, -0.708, 17.161)
C (-19.853, -1.336, 16.546)
C (-19.227, -0.818, 15.388)
N (-21.649, -1.355, 18.325)
O (-21.183, -2.396, 18.879)
O (-22.699, -0.884, 18.765)
H (-19.212, 0.784, 13.973)
H (-21.171, 1.975, 15.026)
H (-22.310, 0.985, 16.910)
H (-19.546, -2.316, 16.881)
H (-18.406, -1.286, 14.866)
C (-15.885, -7.960, 18.058)
C (-14.765, -8.215, 18.884)
C (-14.923, -8.008, 20.244)
C (-16.158, -7.631, 20.823)
C (-17.246, -7.495, 19.991)
C (-17.127, -7.693, 18.621)
N (-16.277, -7.518, 22.300)
O (-15.289, -7.667, 22.968)
O (-17.314, -7.176, 22.801)
H (-15.882, -7.979, 16.978)
H (-13.843, -8.496, 18.398)
H (-14.023, -8.157, 20.823)
H (-18.213, -7.300, 20.431)
H (-17.974, -7.632, 17.953)
C (-12.838, -3.969, 18.936)
C (-12.552, -3.807, 20.297)
C (-13.588, -3.900, 21.248)
C (-14.903, -4.056, 20.874)
C (-15.260, -4.226, 19.522)
C (-14.208, -4.195, 18.552)
N (-15.991, -3.955, 21.952)
O (-17.121, -3.950, 21.605)
O (-15.704, -3.944, 23.153)
H (-12.056, -3.747, 18.224)
H (-11.543, -3.642, 20.644)
H (-13.433, -3.892, 22.317)
H (-16.264, -4.344, 19.142)
H (-14.362, -4.354, 17.495)
C (-20.956, -10.755, 16.648)
C (-21.222, -11.335, 17.851)
C (-21.285, -10.537, 18.991)
C (-20.979, -9.169, 18.909)
C (-20.604, -8.570, 17.661)
C (-20.610, -9.439, 16.540)
N (-21.011, -8.345, 20.077)
O (-20.476, -7.229, 20.002)
O (-21.574, -8.711, 21.086)
H (-20.908, -11.409, 15.790)
H (-21.524, -12.364, 17.976)
H (-21.512, -10.960, 19.958)
H (-20.291, -7.538, 17.591)
H (-20.185, -9.063, 15.621)

Forces on the atoms, in the same order (eV/Å):
N -0.2903 0.2100 0.7948
H -0.1478 0.1952 0.2277
H -0.5331 -0.8812 0.2268
H 0.2095 0.1905 0.0436
H 0.9703 -0.4591 -1.8871
C 0.0622 -0.7867 -0.3860
C -1.2232 -0.3289 2.6207
O 0.9033 0.6259 -1.4351
H -0.1997 0.2379 0.0360
H -0.0021 -0.0423 0.0934
H 0.1312 -0.0344 -0.3201
H -0.5108 0.4697 -0.3666
H 0.7123 0.1366 0.3065
C 0.8446 -0.5659 -0.0040
C -0.9312 1.4314 -0.8438
C 0.0381 -0.7209 -0.9888
C 1.0085 0.6503 1.3448
C 0.3815 0.0981 0.2591
C -0.7243 -0.5890 0.6086
N 1.0255 -1.8515 0.5755
O -1.4296 0.7541 -0.6864
O 0.2911 0.6601 0.2792
H 0.4023 0.0891 0.1168
H -0.8251 -0.2961 -0.2015
H -0.3823 0.6650 0.0204
H 0.0102 -0.1589 -0.4703
H 0.2805 -0.0897 -0.0626
C -0.0857 0.6127 1.2830
C 0.6252 -1.2893 0.3799
C -0.6545 -0.7192 0.0941
C 1.3892 0.3821 -1.6366
C -0.4592 -0.4075 -0.0273
C -1.3952 0.7702 0.3509
N -0.6163 -1.7714 2.0978
O -0.2776 2.7683 -2.2008
O 1.2472 0.3174 -1.2904
H -0.1928 -0.0491 -0.2757
H -0.0388 -0.0304 -0.0641
H 0.0938 0.0972 0.4664
H 0.2064 -0.2565 0.3978
H 0.0193 -0.4576 0.4539
C -0.2485 -0.2887 0.6560
C -1.6997 0.9836 -0.7901
C 0.6544 -0.1959 0.5182
C 1.1647 -0.8164 -1.1381
C -0.7933 -0.1352 0.6152
C 0.6679 0.2178 -0.1407
N -0.0394 0.9611 -0.4386
O 1.7670 -0.7091 0.2036
O -1.4408 0.0602 -0.5066
H 0.4973 -0.3174 -0.1170
H 0.2603 0.0146 0.4230
H -0.2303 0.0342 0.5481
H -0.3454 0.0444 -0.0645
H -0.2347 0.2963 0.2995
C -1.9748 0.5539 1.1107
C -0.9719 -0.4861 0.0352
C 0.3213 -0.1113 0.1626
C -0.6526 0.1813 -0.7218
C 1.5139 0.2055 -0.8396
C 1.1597 0.1099 1.5117
N 2.0674 -0.8222 1.6074
O -2.1264 0.2147 -1.5782
O 0.9533 0.2058 -1.4465
H -0.0700 -0.4573 -0.2906
H 0.0594 0.0294 -0.0229
H 0.3974 0.2924 0.0653
H -0.2585 -0.1076 0.2532
H -0.6154 0.0574 0.0418
C 0.3847 -1.3397 -1.4049
C -1.0804 0.5205 2.1172
C 0.1842 -0.1556 -0.1312
C 0.2528 1.5730 0.3347
C -0.2360 -2.0243 -0.2921
C 0.7987 2.2476 1.1879
N 0.3110 -2.0538 -3.6527
O 1.6531 3.1786 -0.3611
O -1.7074 -1.5958 3.1509
H -0.0012 0.0742 -0.3405
H 0.2187 -0.2392 -0.3002
H -0.0903 0.0738 0.0510
H -0.0720 0.0276 0.0686
H -0.3310 0.1216 -0.3139

> Which of these has the lowest total charge?

C32H34N6O11

> What is the total charge in the third record?

-1